No. 1
Computed, not measured: a structure of composition C33H27BiBrCl4N5O2, with ωB97M-V with the def2-TZVPD basis set.

Results
- Charge: -2
- Largest force on an atom: 0.3 eV Å⁻¹
- Frontier orbital gap: 5.182 eV
- HOMO energy: -1.3 eV
- Electronic energy: -6327.43710 Ha

CARTESIAN COORDINATES (ANGSTROEM)
Bi1 0.163 -0.220 -0.169
C1 5.587 -0.174 -0.538
C2 4.592 -0.633 -1.389
C3 3.363 -1.045 -0.891
C4 3.085 -0.985 0.480
C5 4.099 -0.518 1.332
C6 5.327 -0.126 0.830
N1 1.811 -1.313 0.943
C7 1.691 -2.134 2.051
C8 2.718 -3.033 2.409
C9 2.646 -3.823 3.540
C10 1.521 -3.782 4.357
C11 0.471 -2.961 3.981
C12 0.525 -2.156 2.849
N2 -0.623 -1.384 2.543
N3 -0.866 -0.337 3.474
C13 -0.613 0.887 3.086
C14 -0.867 1.929 4.065
C15 -0.699 3.234 3.750
C16 -0.263 3.601 2.448
C17 -0.015 2.578 1.576
N4 -0.159 1.267 1.846
H1 6.547 0.141 -0.928
H2 4.773 -0.693 -2.456
H3 2.611 -1.457 -1.555
H4 3.898 -0.458 2.394
H5 6.086 0.239 1.514
H6 3.594 -3.092 1.776
H7 3.471 -4.487 3.774
H8 1.452 -4.394 5.248
H9 -0.441 -2.911 4.565
H10 -1.198 1.607 5.044
H11 -0.894 3.998 4.497
H12 -0.129 4.631 2.148
H13 0.312 2.797 0.563
Cl1 -0.692 -1.988 -7.221
C18 -0.406 -2.042 -5.504
C19 0.248 -3.114 -4.942
Cl2 0.802 -4.436 -5.929
C20 0.465 -3.128 -3.552
Cl3 1.285 -4.473 -2.809
C21 0.038 -2.103 -2.715
O1 0.218 -2.144 -1.427
C22 -0.650 -0.961 -3.296
O2 -1.033 -0.013 -2.518
C23 -0.842 -0.987 -4.686
Cl4 -1.689 0.360 -5.397
Br1 -5.630 2.783 -1.494
C24 -3.815 2.922 -2.030
C25 -3.488 3.061 -3.364
C26 -2.147 3.143 -3.691
C27 -1.207 3.066 -2.675
N5 -1.530 2.954 -1.393
C28 -2.816 2.878 -1.072
H14 -4.258 3.082 -4.124
H15 -1.830 3.217 -4.721
H16 -0.148 3.077 -2.905
H17 -3.060 2.776 -0.022
C29 -3.322 -2.296 2.067
C30 -2.670 -1.331 1.071
C31 -3.046 -1.743 -0.355
C32 -3.208 0.078 1.325
C33 -1.138 -1.449 1.205
H18 -4.413 -2.212 2.018
H19 -2.993 -2.071 3.082
H20 -3.048 -3.330 1.837
H21 -4.136 -1.742 -0.463
H22 -2.676 -2.746 -0.584
H23 -2.632 -1.068 -1.108
H24 -4.263 0.126 1.037
H25 -2.664 0.814 0.732
H26 -3.115 0.360 2.373
H27 -0.871 -2.449 0.845

---

No. 2
Computed, not measured: a structure of composition C12H11N3O4Ti, with ωB97M-V with the def2-TZVPD basis set.

Results
- Multiplicity: 2
- Charge: +1
- Largest force on an atom: 1.3 eV Å⁻¹
- Frontier orbital gap (spin up / spin down): 7.676 / 9.063 eV
- HOMO energy (spin up / spin down): -11.5 / -12.8 eV
- Electronic energy: -1778.43279 Ha

CARTESIAN COORDINATES (ANGSTROEM)
Ti1 0.667 -0.096 -0.006
O1 0.564 1.571 3.532
C1 0.632 1.323 2.381
O2 0.677 0.067 1.829
C2 0.665 2.387 1.244
O3 0.661 3.553 1.427
O4 0.698 1.754 0.036
C3 5.619 0.595 -1.161
N1 4.888 -0.473 -0.440
C4 5.656 -1.458 0.354
C5 3.614 -0.596 -0.581
N2 2.457 -0.687 -0.682
H1 6.321 1.041 -0.461
H2 4.913 1.350 -1.494
H3 6.148 0.166 -2.009
H4 6.361 -0.904 0.968
H5 6.185 -2.134 -0.314
H6 4.976 -2.010 0.995
N3 -1.146 -0.711 -0.667
C6 -2.292 -0.645 -0.634
C7 -3.728 -0.524 -0.526
C8 -4.510 -0.673 -1.666
C9 -5.882 -0.541 -1.539
C10 -6.436 -0.262 -0.295
C11 -5.640 -0.115 0.834
C12 -4.267 -0.250 0.727
H7 -4.058 -0.884 -2.627
H8 -6.517 -0.651 -2.408
H9 -7.510 -0.156 -0.205
H10 -6.086 0.104 1.794
H11 -3.629 -0.141 1.594

---

No. 3
Computed, not measured: an isolated molecule of C7H10Cl2O3S, with ωB97M-V with the def2-TZVPD basis set.

Results
- Structure (SMILES): C=C(Cl)OCCS/C(Cl)=C(/O)OC
- Charge: 0
- Largest force on an atom: 5.1 eV Å⁻¹
- Frontier orbital gap: 8.621 eV
- HOMO energy: -8.2 eV
- Electronic energy: -1816.89921 Ha

CARTESIAN COORDINATES (ANGSTROEM)
C1 1.949 0.901 0.328
C2 0.508 -2.418 -0.396
C3 0.696 -1.364 -1.466
C4 2.645 -0.168 -0.064
C5 -1.345 -1.515 0.833
C6 -2.474 -0.993 0.378
C7 0.291 2.504 0.425
O1 2.076 1.470 1.568
O2 -0.831 -2.501 0.042
O3 1.060 1.551 -0.400
S1 2.440 -0.927 -1.683
Cl1 3.919 -0.710 1.064
Cl2 -0.430 -1.024 2.224
H1 0.671 -3.356 -0.704
H2 1.300 -2.117 0.503
H3 0.320 -1.600 -2.501
H4 0.028 -0.551 -1.347
H5 -3.087 -0.338 1.008
H6 -2.924 -1.234 -0.536
H7 2.445 1.101 2.352
H8 -0.221 2.116 1.248
H9 -0.547 2.709 -0.321
H10 1.029 3.227 0.626

---

Q: Which value of electronic energy does entry 3 give?
A: -1816.89921 Ha

---

Q: Among the records above, which one has the highest charge?
A: C12H11N3O4Ti

---

Q: Among the records above, which one has the lowest charge?
A: C33H27BiBrCl4N5O2

---

Q: Which of these has the lowest charge?
A: C33H27BiBrCl4N5O2